C20H29BrClN6O4S3V | ωB97M-V/def2-TZVPD

Geometry as XYZ:
```
65
Properties=species:S:1:pos:R:3:lowdin_spin:R:1
V -0.630 0.692 0.516 1.352
C -1.798 -4.434 -0.586 0.000
N -1.133 -3.445 0.255 -0.001
C -1.285 -3.661 1.692 -0.001
C -0.593 -2.331 -0.209 0.000
O -0.125 -1.454 0.555 0.001
C -0.470 -2.130 -1.711 0.000
O 0.301 -0.980 -1.975 0.005
C 1.669 -1.140 -1.726 0.000
C 2.190 -0.186 -0.663 0.002
O 1.463 0.562 0.016 0.007
N 3.514 -0.186 -0.495 0.002
C 4.407 -1.012 -1.306 0.000
C 4.143 0.668 0.512 0.000
H -1.416 -5.427 -0.352 0.000
H -1.642 -4.238 -1.641 0.000
H -2.869 -4.413 -0.385 0.000
H -0.913 -4.655 1.938 0.000
H -2.339 -3.589 1.963 -0.001
H -0.727 -2.909 2.237 0.000
H -1.460 -1.948 -2.126 0.000
H -0.024 -3.007 -2.189 0.000
H 2.223 -0.970 -2.654 0.000
H 1.904 -2.155 -1.388 0.000
H 4.096 -2.055 -1.315 0.000
H 5.398 -0.961 -0.865 0.000
H 4.471 -0.647 -2.332 0.000
H 3.380 1.177 1.087 0.000
H 4.779 1.409 0.026 0.000
H 4.759 0.053 1.168 0.000
S -5.280 0.778 1.122 -0.002
C -3.660 0.791 1.072 0.000
S -2.614 2.127 0.770 -0.115
S -2.582 -0.534 1.282 -0.137
Cl 1.660 2.985 1.675 -0.017
C -0.062 2.662 1.257 -0.075
H -0.357 3.431 0.544 -0.002
H -0.604 2.868 2.171 0.000
Br 1.260 -0.251 7.001 0.000
C 0.749 -0.011 5.213 0.001
C -0.437 0.635 4.907 0.000
C -0.769 0.793 3.578 0.002
N 0.008 0.356 2.576 -0.011
C 1.142 -0.271 2.891 0.000
C 1.555 -0.480 4.192 -0.001
H -1.094 1.004 5.681 0.000
H -1.692 1.284 3.300 0.000
H 1.741 -0.625 2.065 0.000
H 2.482 -0.992 4.401 0.000
C -3.618 1.320 -3.543 0.000
N -2.333 1.851 -3.091 0.000
C -1.742 2.932 -3.648 0.001
C -0.566 3.414 -3.193 -0.001
C 0.005 2.785 -2.048 0.000
N -0.611 1.762 -1.467 -0.008
C -1.725 1.220 -2.024 0.001
O -2.187 0.185 -1.553 -0.004
N 1.167 3.212 -1.543 0.002
H -4.003 1.970 -4.324 0.000
H -4.314 1.293 -2.707 0.000
H -3.497 0.310 -3.928 0.000
H -2.263 3.380 -4.484 0.000
H -0.093 4.264 -3.658 0.000
H 1.551 4.084 -1.864 0.000
H 1.508 2.843 -0.666 0.000
```

Calculated values
HOMO (spin up / spin down) = -0.361 / -0.361 Eh
gap between HOMO and LUMO (spin up / spin down) = 6.84 / 7.32 eV
charge = +1
relative energy (zero: lowest compared OMol25 entry of this formula, charge and spin) = 0.000 eV
LUMO level (spin up / spin down) = -2.989 / -2.507 eV
⟨S²⟩ = 0.8803
M = 679.99 g mol⁻¹
2S+1 = 2

=====

C2H8NS | ωB97M-V/def2-TZVPD

Geometry as XYZ:
```
12
Properties=species:S:1:pos:R:3:lowdin_spin:R:1
S 2.043 -0.962 -0.119 0.921
H 3.265 -0.623 -0.590 0.048
C -2.355 1.390 -0.361 0.001
C -0.903 0.880 -0.058 0.011
N -0.910 -0.335 0.776 0.003
H -2.736 0.627 -1.050 0.000
H -2.344 2.420 -0.802 0.000
H -2.980 1.268 0.570 0.000
H -0.265 1.606 0.478 0.001
H -0.364 0.594 -0.958 0.012
H 0.065 -0.611 0.834 0.004
H -1.408 -1.170 0.510 0.000
```

Calculated values
HOMO (spin up / spin down) = -0.329 / -0.328 Eh
gap between HOMO and LUMO (spin up / spin down) = 9.76 / 6.16 eV
relative energy (zero: lowest compared OMol25 entry of this formula, charge and spin) = 0.788 eV
LUMO level (spin up / spin down) = 0.822 / -2.771 eV
⟨S²⟩ = 0.7527
M = 78.16 g mol⁻¹
2S+1 = 2

=====

C3H6O3 | ωB97M-V/def2-TZVPD

Geometry as XYZ:
```
12
Properties=species:S:1:pos:R:3:mulliken_charge:R:1
C -0.607 -0.558 0.472 0.073
C -1.347 -0.395 -0.788 -0.851
C 1.850 0.396 0.006 0.707
O 1.334 -0.660 -0.453 -0.589
O 0.744 1.182 0.554 -0.483
O 2.966 0.852 0.091 -0.574
H 0.942 1.740 1.321 0.296
H -0.964 -0.001 1.327 0.220
H -0.213 -1.529 0.732 0.296
H -2.380 -0.727 -0.594 0.339
H -0.908 -0.959 -1.605 0.298
H -1.416 0.659 -1.062 0.268
```

Calculated values
HOMO = -0.358 Eh
gap between HOMO and LUMO = 8.86 eV
relative energy (zero: lowest compared OMol25 entry of this formula, charge and spin) = 3.099 eV
LUMO level = -0.884 eV
M = 90.08 g mol⁻¹

=====

C5H13NS | ωB97M-V/def2-TZVPD

Geometry as XYZ:
```
20
Properties=species:S:1:pos:R:3:mulliken_charge:R:1
C -2.349 1.607 -0.918 -1.471
C -2.458 0.366 0.000 -0.340
N -1.551 -0.661 -0.173 -0.277
C -0.199 -0.518 0.458 0.275
C 0.401 -1.891 0.426 -1.198
C 0.821 0.352 -0.321 -0.881
S 2.645 0.309 0.259 -0.228
H -2.470 1.376 -1.862 0.406
H -2.920 2.355 -0.735 0.591
H -1.394 2.044 -0.770 0.297
H -3.539 0.199 -0.099 0.284
H -2.323 0.736 1.056 0.243
H -1.441 -1.000 -1.084 0.258
H -0.479 -0.020 1.385 0.339
H 0.221 -2.451 -0.470 0.313
H 1.547 -2.072 0.429 0.269
H 0.234 -2.656 1.273 0.285
H 0.863 0.300 -1.436 0.363
H 0.669 1.469 -0.090 0.323
H 2.263 -0.095 1.592 0.146
```

Calculated values
HOMO = -0.316 Eh
gap between HOMO and LUMO = 9.52 eV
relative energy (zero: lowest compared OMol25 entry of this formula, charge and spin) = 2.597 eV
LUMO level = 0.923 eV
M = 119.23 g mol⁻¹

=====

C7H10 | ωB97M-V/def2-TZVPD

Geometry as XYZ:
```
17
Properties=species:S:1:pos:R:3:mulliken_charge:R:1
C -0.207 1.449 0.236 -0.728
C 0.780 0.580 0.028 0.305
C -1.264 0.452 -0.018 0.245
C -2.521 0.482 -0.046 -0.856
C -0.186 -0.465 -0.472 0.607
C 2.251 0.706 -0.041 -1.160
C -0.040 -1.778 0.175 -1.677
H -0.202 2.496 0.632 0.332
H -3.245 -0.314 -0.235 0.281
H -3.066 1.425 0.232 0.227
H -0.119 -0.751 -1.453 0.315
H 2.689 -0.049 0.607 0.297
H 2.458 1.757 0.170 0.330
H 2.655 0.326 -1.001 0.276
H 0.061 -1.651 1.220 0.435
H 0.854 -2.329 -0.015 0.404
H -0.897 -2.335 -0.021 0.367
```

Calculated values
HOMO = -0.317 Eh
gap between HOMO and LUMO = 9.60 eV
relative energy (zero: lowest compared OMol25 entry of this formula, charge and spin) = 2.783 eV
LUMO level = 0.985 eV
M = 94.16 g mol⁻¹

=====

C4H4N2O | ωB97M-V/def2-TZVPD

Geometry as XYZ:
```
11
Properties=species:S:1:pos:R:3:mulliken_charge:R:1
H 1.485 -2.112 0.913 0.234
N 0.846 -1.387 0.595 -0.524
C 1.434 -0.559 -0.158 0.029
N 0.679 0.468 -0.788 -0.414
C 0.195 1.588 -0.030 -0.149
C -0.680 0.657 -0.080 0.245
C -1.980 -0.031 -0.040 -0.065
O -2.219 -0.998 -0.724 -0.417
H 2.479 -0.616 -0.486 0.376
H 0.518 2.599 0.141 0.391
H -2.733 0.391 0.658 0.294
```

Calculated values
HOMO = -0.333 Eh
gap between HOMO and LUMO = 8.89 eV
relative energy (zero: lowest compared OMol25 entry of this formula, charge and spin) = 4.489 eV
LUMO level = -0.156 eV
M = 96.09 g mol⁻¹

=====

C45H58N11O | ωB97M-V/def2-TZVPD

Geometry as XYZ:
```
115
Properties=species:S:1:pos:R:3:mulliken_charge:R:1
C -30.861 -63.426 -14.926 2.968
O -30.555 -63.420 -13.556 -1.531
H -31.780 -62.870 -15.126 -0.862
H -31.117 -64.518 -15.239 -0.664
H -29.967 -63.299 -15.469 -0.711
N -31.868 -67.654 -14.340 0.421
C -32.607 -68.862 -14.132 -0.689
C -32.696 -69.408 -15.400 -0.748
C -32.018 -68.444 -16.425 -0.510
C -31.622 -67.436 -15.661 -0.265
H -31.453 -67.231 -13.595 0.483
H -32.773 -69.290 -13.233 0.588
H -33.180 -70.389 -15.690 0.284
H -31.868 -68.299 -17.527 0.351
H -31.151 -66.479 -15.881 0.344
N -33.143 -62.707 -12.561 1.901
C -33.650 -62.953 -11.280 -0.301
C -34.904 -62.401 -11.229 -0.800
C -35.095 -61.621 -12.531 -0.772
C -33.975 -61.838 -13.255 -1.019
H -32.369 -63.088 -12.844 -0.374
H -33.211 -63.492 -10.407 0.417
H -35.728 -62.427 -10.327 0.134
H -35.907 -60.868 -12.707 0.360
H -33.635 -61.576 -14.177 0.643
N -27.114 -62.107 -17.424 0.276
C -28.364 -61.495 -17.435 -0.067
C -28.462 -60.516 -18.322 -0.846
C -27.097 -60.399 -18.876 -0.617
C -26.225 -61.307 -18.307 -0.819
H -26.712 -63.034 -17.126 0.169
H -29.055 -62.007 -16.859 0.423
H -29.268 -59.984 -18.715 0.536
H -26.713 -59.694 -19.725 0.214
H -25.229 -61.278 -18.350 0.520
N -35.294 -64.684 -13.552 -0.388
C -36.671 -64.989 -13.302 -0.543
C -36.865 -66.168 -13.934 -0.903
C -35.548 -66.596 -14.467 -0.029
C -34.645 -65.648 -14.263 -0.008
H -34.798 -63.899 -13.114 0.582
H -37.211 -64.186 -12.807 0.396
H -37.881 -66.715 -13.931 0.244
H -35.362 -67.468 -15.041 0.592
H -33.564 -65.476 -14.755 -0.072
N -30.937 -65.805 -12.351 1.810
C -29.857 -66.639 -12.246 -0.828
C -30.144 -67.517 -11.319 -0.669
C -31.661 -67.266 -10.870 -0.602
C -32.030 -66.144 -11.570 -0.713
H -30.932 -65.009 -12.972 -0.666
H -29.001 -66.663 -12.707 0.763
H -29.431 -68.454 -11.077 0.073
H -32.418 -67.828 -10.331 0.481
H -32.952 -65.780 -11.408 0.434
N -32.218 -59.645 -15.784 0.308
C -33.427 -58.954 -15.331 -0.435
C -34.061 -58.680 -16.455 -0.562
C -33.353 -59.284 -17.672 -0.809
C -32.165 -59.796 -17.184 -0.247
H -31.441 -59.938 -15.099 0.229
H -33.470 -58.595 -14.294 0.421
H -35.092 -57.888 -16.593 0.061
H -33.529 -59.167 -18.663 0.779
H -31.433 -60.196 -17.903 0.316
N -30.306 -60.795 -13.511 0.795
C -29.193 -60.349 -14.374 -0.072
C -29.196 -58.991 -14.158 -0.380
C -30.203 -58.733 -13.062 -1.058
C -30.848 -59.893 -12.726 -0.614
H -30.429 -61.976 -13.450 -0.377
H -28.785 -61.055 -14.949 0.146
H -28.364 -58.165 -14.526 0.170
H -30.432 -57.733 -12.623 0.302
H -31.521 -60.245 -12.061 0.765
N -31.396 -65.565 -19.153 0.111
C -30.827 -64.610 -18.416 -1.210
C -29.452 -64.760 -18.452 -0.069
C -29.284 -65.975 -19.336 -1.149
C -30.520 -66.360 -19.812 -0.235
H -32.391 -65.802 -19.216 0.278
H -31.494 -63.866 -17.915 0.473
H -28.836 -64.038 -18.046 1.041
H -28.402 -66.581 -19.647 0.315
H -30.931 -67.284 -20.347 0.346
N -35.530 -63.673 -16.391 0.341
C -36.632 -63.625 -17.139 -0.118
C -36.324 -62.885 -18.286 -1.399
C -34.915 -62.386 -18.032 -0.371
C -34.428 -62.921 -16.911 -0.230
H -35.563 -64.119 -15.376 0.308
H -37.509 -64.209 -17.013 0.418
H -36.999 -62.730 -19.046 0.502
H -34.200 -61.741 -18.504 0.488
H -33.536 -62.899 -16.055 0.124
N -30.011 -63.916 -9.963 0.325
C -29.581 -64.755 -8.951 -0.119
C -29.138 -63.852 -8.025 -0.738
C -29.677 -62.372 -8.529 -0.640
C -30.166 -62.613 -9.760 -0.411
H -30.296 -64.325 -10.786 0.100
H -29.489 -65.843 -9.135 0.280
H -28.778 -64.194 -7.107 0.421
H -29.527 -61.545 -7.741 0.284
H -30.706 -61.993 -10.465 0.526
N -28.012 -64.376 -14.812 0.898
C -27.499 -65.378 -15.570 -0.326
C -26.109 -65.146 -15.807 -0.620
C -25.852 -63.927 -15.065 -0.979
C -27.000 -63.443 -14.399 -0.731
H -28.975 -64.140 -14.701 -0.130
H -28.072 -66.156 -16.154 0.345
H -25.359 -65.462 -16.562 0.314
H -24.828 -63.412 -15.036 0.261
H -27.060 -62.725 -13.741 0.849
```

Calculated values
HOMO = -0.212 Eh
gap between HOMO and LUMO = 8.37 eV
charge = -1
relative energy (zero: lowest compared OMol25 entry of this formula, charge and spin) = 7.324 eV
LUMO level = 2.613 eV
M = 769.04 g mol⁻¹

=====

C22H23BrN4O4 | ωB97M-V/def2-TZVPD

Geometry as XYZ:
```
54
Properties=species:S:1:pos:R:3:mulliken_charge:R:1
C -3.124 -2.767 -2.278 -1.104
C -2.583 -3.537 -1.077 -0.263
C -3.633 -3.764 0.018 -0.634
C -3.648 -2.673 1.089 -1.146
N -3.963 -1.363 0.550 0.169
C -5.270 -1.039 0.266 0.398
O -6.195 -1.785 0.486 -0.661
N -5.473 0.217 -0.286 -0.024
C -4.557 1.216 -0.607 0.019
O -4.910 2.274 -1.088 -0.678
C -3.232 0.784 -0.279 0.445
C -2.977 -0.466 0.277 1.020
N -1.660 -0.624 0.494 -0.643
C -1.095 0.506 0.081 -0.121
C 0.321 0.734 0.176 0.032
C 1.076 1.877 0.313 -0.234
C 2.413 1.454 0.414 -1.240
C 2.397 0.080 0.333 0.377
C 3.423 -0.945 0.429 0.798
C 3.042 -2.205 0.905 -0.547
C 3.954 -3.231 1.042 -0.668
C 5.283 -3.026 0.705 -0.506
C 5.683 -1.797 0.216 -0.437
C 4.762 -0.772 0.074 -0.043
Br 5.404 0.854 -0.683 -0.212
O 1.123 -0.350 0.203 -0.396
N -2.004 1.393 -0.404 0.192
C -1.799 2.679 -1.015 -1.262
C -2.150 3.854 -0.084 -0.544
O -1.288 3.991 1.021 -0.396
C -1.696 3.327 2.195 -0.561
H -2.353 -2.671 -3.040 0.345
H -3.972 -3.291 -2.715 0.389
H -3.448 -1.768 -2.001 0.130
H -2.226 -4.507 -1.430 0.408
H -1.731 -3.002 -0.655 0.174
H -4.627 -3.835 -0.427 0.390
H -3.430 -4.705 0.531 0.344
H -2.667 -2.587 1.559 0.442
H -4.407 -2.912 1.838 0.427
H -6.445 0.432 -0.484 0.252
H 0.723 2.886 0.386 0.744
H 3.258 2.093 0.557 0.496
H 2.007 -2.355 1.170 0.494
H 3.630 -4.191 1.414 0.381
H 6.006 -3.820 0.814 0.382
H 6.711 -1.629 -0.066 0.401
H -2.460 2.747 -1.883 0.412
H -0.758 2.750 -1.334 0.686
H -3.194 3.760 0.238 0.410
H -2.046 4.775 -0.666 0.397
H -1.626 2.239 2.105 0.182
H -2.723 3.598 2.462 0.335
H -1.020 3.661 2.980 0.253
```

Calculated values
HOMO = -0.291 Eh
gap between HOMO and LUMO = 7.82 eV
relative energy (zero: lowest compared OMol25 entry of this formula, charge and spin) = 0.034 eV
LUMO level = -0.101 eV
M = 487.35 g mol⁻¹

=====

Which formula does entry 1 have?
C20H29BrClN6O4S3V

=====

The highest M belongs to which entry?
C45H58N11O

=====

Look up the relative energy (zero: lowest compared OMol25 entry of this formula, charge and spin) of the first one.
0.000 eV

=====

Look up the M of the third one.
90.08 g mol⁻¹